# 1
ORCA calculation (ωB97M-V/def2-TZVPD) on C18H36IInO36S9 as an isolated structure in a non-equilibrium geometry.

Output
Gap between HOMO and LUMO (eV): 1.973
Total charge: +2
Lowest unoccupied orbital energy (eV): -12.7
E_HOMO (eV): -14.65

Each line ends with the Löwdin charge.
Atoms and positions in Å:
In -3.70 -1.80 -1.90  1.0759
I -0.75 -0.73 -0.02  0.8200
C 5.08 1.37 -2.41  -0.1975
C 4.02 0.26 -2.55  -0.1963
O 3.87 0.09 -3.94  -0.2192
S 5.31 0.29 -4.77  0.7534
O 5.34 1.36 -5.75  -0.2239
O 5.87 -0.94 -5.12  -0.1901
O 6.08 0.90 -3.30  -0.1888
H 5.32 1.63 -1.38  0.1388
H 4.62 2.26 -2.84  0.1208
H 3.17 0.67 -2.00  0.1155
H 4.37 -0.72 -2.22  0.1323
C 0.42 -4.76 1.01  -0.1155
C 0.76 -5.06 -0.46  -0.2097
O -0.42 -5.28 -1.13  -0.1884
S -1.81 -5.23 -0.19  0.7225
O -2.50 -6.49 -0.49  -0.1991
O -2.55 -4.03 -0.18  -0.3627
O -0.90 -5.38 1.22  -0.1786
H 0.30 -3.69 1.19  0.0817
H 1.13 -5.18 1.74  0.1450
H 1.44 -5.89 -0.64  0.1530
H 1.22 -4.15 -0.83  0.1078
C 2.72 2.02 6.42  -0.1542
C 3.90 2.29 5.35  -0.1208
O 3.21 2.28 4.11  -0.2235
S 1.61 2.70 4.27  0.7223
O 0.85 2.00 3.26  -0.2663
O 1.52 4.16 4.41  -0.2201
O 1.47 2.11 5.81  -0.1946
H 2.72 2.95 6.99  0.1255
H 2.86 1.18 7.11  0.1377
H 4.69 1.54 5.37  0.1299
H 4.36 3.24 5.62  0.1295
C -1.10 2.76 -6.02  -0.1204
C -0.11 2.94 -4.87  -0.1757
O -0.46 1.92 -3.94  -0.2090
S -2.07 1.55 -3.99  0.6919
O -2.86 2.48 -3.17  -0.2366
O -2.36 0.15 -3.79  -0.3668
O -2.19 1.92 -5.58  -0.1885
H -0.65 2.42 -6.96  0.1405
H -1.66 3.69 -6.10  0.1381
H -0.32 3.91 -4.42  0.1210
H 0.93 2.97 -5.21  0.1357
C 2.48 -2.16 3.59  -0.1654
C 1.83 -0.83 3.42  -0.2088
O 0.92 -0.70 4.48  -0.1807
S 0.28 -2.16 4.83  0.7267
O -0.83 -2.50 3.96  -0.2354
O 0.24 -2.53 6.23  -0.1799
O 1.57 -2.98 4.27  -0.1738
H 3.32 -2.16 4.29  0.1519
H 2.79 -2.53 2.62  0.1404
H 1.16 -0.73 2.56  0.0725
H 2.38 0.09 3.26  0.1232
C -2.32 2.69 1.65  -0.2282
C -3.29 1.67 2.19  -0.1159
O -4.58 1.83 1.42  -0.1689
S -4.23 2.40 -0.01  0.6971
O -5.28 3.32 -0.47  -0.1837
O -3.94 1.22 -0.80  -0.3580
O -2.77 3.10 0.39  -0.1886
H -1.32 2.29 1.77  0.1021
H -2.38 3.60 2.25  0.1495
H -3.42 1.86 3.26  0.1359
H -2.86 0.67 2.19  0.0871
C -0.40 -2.51 -6.43  -0.0858
C -0.54 -4.08 -6.39  -0.1758
O -0.49 -4.47 -5.07  -0.1862
S 0.12 -3.34 -4.03  0.7808
O 1.32 -3.84 -3.28  -0.2405
O -1.01 -2.79 -3.23  -0.3922
O 0.50 -2.35 -5.30  -0.2219
H -1.30 -1.91 -6.28  0.1282
H 0.21 -2.20 -7.28  0.1423
H 0.32 -4.57 -6.84  0.1372
H -1.37 -4.53 -6.94  0.1434
C -5.80 -1.53 4.84  -0.1089
C -4.83 -0.33 4.38  -0.1796
O -3.62 -0.91 3.97  -0.2240
S -4.04 -2.29 3.15  0.7029
O -3.21 -3.42 3.49  -0.2112
O -4.25 -1.93 1.75  -0.2865
O -5.54 -2.46 3.82  -0.1783
H -6.87 -1.33 4.93  0.1424
H -5.47 -1.85 5.83  0.1324
H -4.57 0.41 5.14  0.1377
H -5.17 0.27 3.54  0.1091
C 0.15 3.77 -0.48  -0.1832
C 1.48 3.28 0.15  -0.1680
O 2.45 3.51 -0.87  -0.2131
S 1.98 4.72 -1.93  0.7892
O 1.99 4.26 -3.35  -0.2598
O 2.70 5.97 -1.63  -0.2237
O 0.44 4.85 -1.34  -0.1801
H -0.52 4.22 0.25  0.1292
H -0.34 3.07 -1.16  0.1175
H 1.46 2.26 0.54  0.1043
H 1.77 3.90 0.99  0.1301



# 2
ORCA calculation (ωB97M-V/def2-TZVPD) on C2H3INO2 as an isolated structure in a non-equilibrium geometry.

Output
Gap between HOMO and LUMO (spin up / spin down) (eV): 8.079 / 8.079
Total charge: +1
Lowest unoccupied orbital energy (spin up / spin down) (eV): -6.5 / -6.5
Energy above the lowest of the compared OMol25 structures with the same formula, charge and spin (kJ/mol): 128.5
E_HOMO (spin up / spin down) (eV): -14.58 / -14.58

Each line ends with the Löwdin charge.
Atoms and positions in Å:
C -0.35 0.69 -0.23  -0.1765
C -1.46 -0.18 0.13  0.0416
N 2.15 0.16 0.12  -0.4779
O 0.02 1.79 -0.26  0.2863
O 1.12 -0.42 -0.04  -0.1474
I 3.91 -0.76 -0.11  1.0619
H -1.93 -0.71 -0.82  0.1758
H -2.30 0.45 0.51  0.1396
H -1.15 -1.03 0.70  0.0967



# 3
ORCA calculation (ωB97M-V/def2-TZVPD) on C26H27BaN5O7S2 as an isolated structure in a non-equilibrium geometry.

Output
Gap between HOMO and LUMO (eV): 7.748
Lowest unoccupied orbital energy (eV): -0.3
Energy above the lowest of the compared OMol25 structures with the same formula, charge and spin (kJ/mol): 7.9
E_HOMO (eV): -8.01

Each line ends with the Löwdin charge.
Atoms and positions in Å:
Ba -0.64 -0.04 -0.33  1.8489
C 1.46 2.00 -2.52  -0.1428
N 1.18 2.15 -1.09  -0.2382
C 2.38 1.84 -0.36  -0.1651
C 2.16 1.81 1.14  -0.2791
C 3.00 2.53 1.99  -0.0228
C 2.88 2.31 3.36  -0.0469
C 2.01 1.31 3.80  -0.0423
C 1.21 0.64 2.87  -0.0966
N 1.25 0.92 1.57  0.0041
C 0.72 3.52 -0.81  -0.1090
C -0.15 3.60 0.43  -0.2689
C 0.15 4.45 1.50  -0.0166
C -0.69 4.47 2.60  -0.0430
C -1.79 3.63 2.63  -0.0438
C -1.98 2.79 1.56  -0.1430
N -1.19 2.74 0.48  0.0132
C 0.26 1.78 -3.42  -0.2791
C 0.45 1.90 -4.80  -0.0106
C -0.63 1.61 -5.62  -0.0508
C -1.84 1.24 -5.05  -0.0573
C -1.91 1.13 -3.69  -0.1273
N -0.87 1.39 -2.87  0.0023
H 2.14 1.13 -2.66  0.1529
H 2.04 2.85 -2.91  0.1349
H 3.17 2.57 -0.58  0.1289
H 2.82 0.86 -0.66  0.1339
H 3.70 3.23 1.59  0.1086
H 3.52 2.83 4.09  0.1174
H 2.00 1.02 4.83  0.1031
H 0.56 -0.21 3.14  0.1043
H 0.10 3.83 -1.66  0.1367
H 1.54 4.21 -0.74  0.1239
H 1.02 5.10 1.42  0.1205
H -0.46 5.17 3.37  0.1033
H -2.49 3.64 3.46  0.1135
H -2.82 2.11 1.54  0.1096
H 1.41 2.17 -5.25  0.1305
H -0.55 1.67 -6.71  0.1185
H -2.69 1.03 -5.71  0.1184
H -2.81 0.80 -3.15  0.1177
O 2.28 -1.67 -0.19  -0.3898
S 1.76 -2.68 -1.13  0.4230
O 2.66 -2.82 -2.26  -0.3430
O 0.40 -2.45 -1.62  -0.4806
C 1.70 -4.23 -0.12  -0.2026
C 2.74 -5.14 -0.27  -0.0659
C 2.81 -6.29 0.50  -0.0762
C 1.79 -6.55 1.41  -0.0692
C 0.77 -5.61 1.58  -0.0649
C 0.70 -4.48 0.79  -0.2126
S -0.64 -3.34 1.32  0.4084
O -1.21 -2.77 0.09  -0.5303
O -1.67 -3.97 2.07  -0.3279
O -0.01 -2.36 2.22  -0.3755
H 3.49 -4.91 -1.00  0.1070
H 3.66 -6.95 0.36  0.1077
H 1.85 -7.37 2.11  0.1008
H -0.04 -5.76 2.28  0.1048
C -4.82 -1.54 1.64  0.0019
C -4.77 -1.03 0.22  -0.6159
N -4.67 -2.04 -0.66  0.1656
O -4.81 0.14 -0.12  0.0098
H -5.80 -2.00 1.84  0.0878
H -4.67 -0.74 2.37  0.0848
H -4.08 -2.31 1.80  0.0700
H -4.43 -2.98 -0.36  0.1129
H -4.61 -1.86 -1.65  0.1081



# 4
ORCA calculation (ωB97M-V/def2-TZVPD) on a 2-piece molecular cluster, C5H3NO2 overall in a non-equilibrium geometry.

Output
Gap between HOMO and LUMO (eV): 7.685
Lowest unoccupied orbital energy (eV): -1.4
Energy above the lowest of the compared OMol25 structures with the same formula, charge and spin (kJ/mol): 708.1
E_HOMO (eV): -9.11

Each line ends with the Löwdin charge.
Atoms and positions in Å:
C 1.31 -0.24 -0.15  -0.5203
C 1.35 1.01 -0.11  -0.1299
C -0.71 0.21 -0.12  -0.2392
C -2.20 0.02 0.00  0.0118
C -3.35 -0.57 0.13  0.1265
H 3.32 -0.56 1.20  0.3478
H 2.14 1.84 0.53  0.2267
H -4.38 -0.61 0.45  0.0336
N 0.10 -0.80 -0.20  0.2132
O 2.38 -1.14 0.05  -0.0897
O 0.09 1.44 0.03  0.0195



# 5
ORCA calculation (ωB97M-V/def2-TZVPD) on a 2-piece molecular cluster, C6H16NS overall in a non-equilibrium geometry.

Output
Gap between HOMO and LUMO (eV): 9.545
Total charge: +1
Lowest unoccupied orbital energy (eV): -3.3
Energy above the lowest of the compared OMol25 structures with the same formula, charge and spin (kJ/mol): 123.7
E_HOMO (eV): -12.89

Each line ends with the Löwdin charge.
Atoms and positions in Å:
C 1.46 0.98 -1.13  -0.0624
C 1.60 -0.20 -0.22  -0.4445
C 1.65 -0.10 1.15  0.0129
C 1.59 -1.56 -0.85  -0.0741
H 2.19 0.96 -1.96  0.1029
H 1.61 1.93 -0.63  0.0879
H 0.47 0.93 -1.62  0.0818
H 1.77 -0.95 1.81  0.0732
H 1.80 0.89 1.64  0.0925
H 1.88 -2.33 -0.12  0.0934
H 2.33 -1.69 -1.67  0.1071
H 0.56 -1.71 -1.29  0.0936
C -1.98 -0.25 0.18  -0.2109
C -1.67 1.25 0.54  -0.5366
S -2.61 2.47 -0.50  0.7354
N -1.13 -1.17 0.98  0.1520
H -1.63 -0.42 -0.86  0.1233
H -3.03 -0.50 0.30  0.1249
H -0.58 1.46 0.48  0.0452
H -2.09 1.44 1.57  0.0875
H -1.55 2.68 -1.33  -0.1309
H -1.50 -2.13 1.07  0.1858
H -0.99 -0.74 1.90  0.1571
H -0.15 -1.27 0.56  0.1029



# 6
ORCA calculation (ωB97M-V/def2-TZVPD) on BeFH8O4 as an isolated structure in a non-equilibrium geometry.

Output
Gap between HOMO and LUMO (eV): 10.503
Total charge: +1
Lowest unoccupied orbital energy (eV): -4.2
Energy above the lowest of the compared OMol25 structures with the same formula, charge and spin (kJ/mol): 0.0
E_HOMO (eV): -14.73

Each line ends with the Löwdin charge.
Atoms and positions in Å:
Be -4.04 30.45 -9.13  0.1010
F -3.26 31.13 -7.99  -0.2414
O -5.07 32.74 -6.76  -0.0227
H -4.21 32.45 -7.00  -0.0111
H -4.96 32.67 -5.82  0.0486
O -4.18 28.82 -9.04  0.1581
H -4.04 28.35 -8.24  0.1292
H -4.21 28.18 -9.72  0.1174
O -5.61 31.00 -9.18  0.1139
H -5.74 31.67 -8.49  0.1076
H -6.46 30.63 -9.29  0.1138
O -3.29 30.93 -10.58  0.1200
H -3.52 30.54 -11.44  0.1407
H -2.42 30.56 -10.44  0.1249